[1]
{
  "formula": "C28H38AuBFN7S4",
  "method": "ωB97M-V/def2-TZVPD",
  "e_tot_ha": -3326.28480,
  "de_lowest_kcal_mol": 19.34,
  "homo_energy_ev": [-6.329, -6.950],
  "e_lumo_ev": [-0.122, -3.617],
  "gap_ha": [0.2281, 0.1225],
  "largest_force_ev_per_a": 0.2,
  "total_charge": 0,
  "spin_multiplicity": 3,
  "species": ["Au", "C", "C", "C", "C", "N", "C", "C", "N", "B", "N", "C", "C", "N", "C", "S", "C", "C", "C", "C", "N", "C", "C", "N", "C", "S", "C", "C", "C", "C", "C", "S", "H", "H", "H", "H", "H", "H", "H", "H", "H", "H", "H", "H", "H", "H", "H", "H", "H", "H", "H", "H", "H", "H", "H", "H", "H", "H", "H", "H", "H", "H", "H", "H", "H", "H", "F", "C", "C", "C", "C", "C", "C", "H", "H", "H", "H", "S", "C", "N"],
  "coordinates": [[-0.060, -1.340, -0.351], [4.207, -3.067, 2.384], [4.617, -2.271, 1.145], [4.282, -3.089, -0.094], [6.118, -1.974, 1.150], [3.907, -0.942, 1.214], [4.133, -0.129, 2.315], [3.293, 0.914, 2.233], [2.557, 0.771, 1.076], [1.267, 1.556, 0.799], [0.495, 1.803, 2.097], [0.022, 2.994, 2.602], [-0.899, 2.705, 3.541], [-1.018, 1.329, 3.615], [-0.112, 0.764, 2.754], [0.333, -0.848, 2.550], [-2.009, 0.700, 4.544], [-1.450, 0.809, 5.961], [-3.325, 1.471, 4.408], [-2.303, -0.758, 4.207], [1.675, 2.945, 0.142], [2.930, 3.380, -0.040], [2.880, 4.539, -0.785], [1.581, 4.805, -1.046], [0.814, 3.805, -0.476], [-0.842, 3.625, -0.478], [1.092, 5.974, -1.857], [0.203, 6.850, -0.976], [0.356, 5.452, -3.090], [2.299, 6.789, -2.310], [2.927, -0.382, 0.466], [2.270, -0.916, -1.033], [4.711, -4.034, 2.361], [3.134, -3.254, 2.386], [4.488, -2.562, 3.308], [4.873, -4.004, -0.024], [4.544, -2.573, -1.013], [3.233, -3.366, -0.133], [6.663, -2.917, 1.104], [6.438, -1.453, 2.053], [6.395, -1.374, 0.282], [4.856, -0.375, 3.069], [3.131, 1.728, 2.918], [0.571, 1.004, 0.001], [0.380, 3.953, 2.275], [-1.467, 3.366, 4.166], [-1.275, 1.850, 6.243], [-0.508, 0.264, 6.036], [-2.157, 0.377, 6.670], [-3.248, 2.511, 4.723], [-4.075, 0.994, 5.038], [-3.677, 1.438, 3.375], [-1.459, -1.409, 4.402], [-2.591, -0.880, 3.163], [-3.140, -1.063, 4.837], [3.781, 2.842, 0.338], [3.686, 5.156, -1.133], [-0.697, 6.329, -0.662], [-0.092, 7.729, -1.549], [0.749, 7.185, -0.093], [-0.551, 4.919, -2.824], [1.000, 4.789, -3.669], [0.084, 6.301, -3.717], [2.861, 7.195, -1.467], [1.928, 7.630, -2.893], [2.967, 6.214, -2.952], [-5.860, -0.545, 1.626], [-4.612, -0.744, 1.128], [-4.097, -2.024, 1.104], [-2.812, -2.215, 0.611], [-2.047, -1.148, 0.138], [-2.614, 0.124, 0.174], [-3.897, 0.342, 0.672], [-4.692, -2.849, 1.474], [-2.404, -3.217, 0.596], [-2.045, 0.980, -0.173], [-4.340, 1.329, 0.701], [-0.199, -3.769, -1.066], [0.671, -4.279, 0.277], [1.274, -4.636, 1.201]],
  "mulliken_spin": [0.411, -0.001, -0.002, 0.004, 0.000, 0.004, -0.005, 0.010, -0.001, -0.093, 0.000, -0.004, 0.018, 0.005, 0.015, 0.081, 0.001, 0.000, -0.001, 0.002, 0.068, 0.089, 0.142, 0.070, -0.089, 0.633, -0.013, 0.008, 0.008, 0.000, 0.005, 0.012, 0.000, 0.001, 0.000, 0.000, 0.001, -0.003, 0.000, 0.000, 0.000, -0.001, 0.000, 0.105, 0.011, 0.000, 0.000, 0.001, 0.000, 0.000, 0.000, 0.000, 0.000, 0.000, 0.000, 0.021, 0.014, -0.004, 0.000, -0.001, -0.006, 0.000, 0.000, 0.001, 0.000, 0.000, 0.000, -0.006, 0.007, 0.024, 0.216, -0.108, 0.016, 0.001, 0.007, -0.005, 0.000, 0.300, -0.042, 0.071]
}

[2]
{
  "formula": "C28H38BN5P2Pd",
  "method": "ωB97M-V/def2-TZVPD",
  "e_tot_ha": -2198.70778,
  "de_lowest_kcal_mol": 10.03,
  "homo_energy_ev": [-5.888, -8.698],
  "e_lumo_ev": [-0.254, -3.406],
  "gap_ha": [0.2071, 0.1945],
  "largest_force_ev_per_a": 2.7,
  "total_charge": 0,
  "spin_multiplicity": 3,
  "species": ["Pd", "C", "C", "C", "C", "C", "C", "C", "C", "C", "H", "H", "H", "H", "H", "H", "H", "H", "H", "H", "H", "H", "H", "H", "H", "P", "P", "N", "N", "N", "N", "C", "C", "C", "C", "C", "C", "C", "C", "C", "C", "C", "C", "C", "C", "C", "C", "C", "C", "H", "H", "H", "H", "H", "H", "H", "H", "H", "H", "H", "H", "H", "H", "H", "H", "H", "H", "H", "H", "B", "C", "N", "H", "H", "H"],
  "coordinates": [[-1.437, -0.266, 1.793], [1.507, -1.779, -4.230], [2.428, -1.466, -3.321], [3.295, -0.238, -3.367], [2.552, 1.055, -3.774], [1.136, 1.193, -3.283], [0.080, 0.762, -3.970], [0.215, 0.150, -5.355], [1.261, -0.996, -5.479], [-3.257, 0.568, 2.365], [0.950, -2.714, -4.217], [2.745, -2.179, -2.561], [4.119, -0.384, -4.086], [3.758, -0.116, -2.377], [3.153, 1.897, -3.394], [2.563, 1.118, -4.877], [1.023, 1.852, -2.421], [-0.957, 0.940, -3.653], [0.520, 0.895, -6.109], [-0.773, -0.235, -5.659], [0.868, -1.702, -6.230], [2.212, -0.589, -5.859], [-3.897, -0.284, 2.637], [-3.761, 1.295, 1.712], [-2.886, 1.057, 3.281], [-0.722, 1.566, 0.763], [0.607, -1.085, 1.495], [-1.821, 2.114, -0.424], [-0.598, 2.972, 1.791], [0.267, -2.271, 0.268], [1.468, -2.080, 2.547], [0.906, 1.281, 0.048], [1.695, 0.169, 0.788], [-3.031, 1.462, -0.726], [-3.726, 2.233, -1.634], [-2.917, 3.388, -1.930], [-1.776, 3.291, -1.159], [-1.631, 3.455, 2.614], [-1.103, 4.388, 3.490], [0.298, 4.512, 3.195], [0.573, 3.633, 2.161], [-1.012, -2.783, 0.028], [-1.032, -3.326, -1.257], [0.299, -3.231, -1.773], [1.074, -2.584, -0.818], [2.569, -2.847, 2.161], [3.033, -3.556, 3.263], [2.203, -3.196, 4.388], [1.239, -2.303, 3.914], [1.474, 2.222, 0.024], [0.726, 0.960, -0.991], [2.468, -0.279, 0.148], [2.199, 0.601, 1.666], [-3.277, 0.542, -0.227], [-4.696, 1.995, -2.044], [-3.170, 4.166, -2.629], [-0.938, 3.967, -1.068], [-2.633, 3.088, 2.504], [-1.653, 4.924, 4.248], [0.994, 5.174, 3.674], [1.483, 3.431, 1.627], [-1.787, -2.693, 0.764], [-1.881, -3.745, -1.781], [0.615, -3.551, -2.739], [2.105, -2.275, -0.800], [2.925, -2.826, 1.142], [3.870, -4.247, 3.262], [2.329, -3.540, 5.403], [0.408, -1.829, 4.416], [-2.838, -1.936, 5.927], [-2.304, -1.667, 4.495], [-1.850, -1.477, 3.433], [-2.880, -0.885, 6.555], [-2.032, -2.718, 6.401], [-3.934, -2.436, 5.829]],
  "mulliken_spin": [1.082, 0.002, -0.002, 0.001, 0.000, -0.001, 0.000, 0.000, 0.000, 0.432, 0.000, 0.000, 0.000, 0.000, 0.000, 0.000, 0.000, 0.000, 0.000, 0.000, 0.000, 0.000, 0.003, -0.038, 0.004, 0.127, 0.172, -0.011, 0.001, 0.021, 0.008, 0.083, 0.014, 0.007, 0.000, 0.002, 0.005, -0.011, 0.004, 0.005, 0.005, 0.002, -0.003, 0.024, 0.002, 0.021, -0.001, 0.004, -0.003, 0.010, -0.038, 0.000, 0.002, -0.005, 0.000, 0.000, 0.002, 0.000, 0.001, 0.001, 0.001, -0.001, 0.000, 0.001, -0.004, -0.004, 0.000, 0.000, -0.005, -0.001, 0.038, 0.025, 0.006, 0.002, 0.007]
}

[3]
{
  "formula": "C28H38CoIN2O5P",
  "method": "ωB97M-V/def2-TZVPD",
  "e_tot_ha": -3597.41682,
  "de_lowest_kcal_mol": 7.63,
  "homo_energy_ev": [-8.191, -8.106],
  "e_lumo_ev": [-0.530, 0.095],
  "gap_ha": [0.2815, 0.3014],
  "largest_force_ev_per_a": 0.5,
  "total_charge": 0,
  "spin_multiplicity": 2,
  "species": ["Co", "I", "C", "C", "C", "C", "C", "C", "C", "C", "C", "C", "H", "H", "H", "H", "H", "H", "C", "C", "C", "C", "O", "P", "O", "O", "O", "C", "C", "C", "C", "H", "H", "H", "H", "H", "H", "H", "H", "H", "H", "H", "H", "H", "H", "H", "H", "H", "H", "C", "C", "N", "C", "C", "C", "O", "C", "C", "C", "C", "N", "C", "H", "H", "H", "H", "H", "H", "H", "H", "H", "H", "H", "H", "H", "H"],
  "coordinates": [[1.356, 0.551, -0.319], [3.922, 0.638, 0.225], [3.948, 2.633, -0.442], [5.114, 3.328, -0.392], [5.102, 4.685, -0.800], [3.936, 5.265, -1.208], [2.719, 4.533, -1.242], [1.498, 5.140, -1.632], [0.345, 4.411, -1.655], [0.353, 3.042, -1.293], [1.501, 2.398, -0.919], [2.707, 3.158, -0.871], [6.032, 2.866, -0.044], [6.026, 5.253, -0.781], [3.920, 6.308, -1.511], [1.500, 6.189, -1.909], [-0.589, 4.884, -1.940], [-0.585, 2.491, -1.315], [-0.475, 2.032, 3.996], [0.675, 2.090, 2.996], [0.909, 3.519, 2.547], [1.933, 1.496, 3.609], [0.381, 1.342, 1.761], [-0.700, 0.158, 1.540], [-2.066, 0.405, 2.019], [-0.482, -0.099, 0.044], [0.062, -1.013, 2.336], [-0.564, -2.278, 2.730], [-1.392, -2.849, 1.579], [-1.417, -2.070, 3.976], [0.613, -3.184, 3.033], [-0.222, 2.669, 4.846], [-0.638, 1.014, 4.360], [-1.407, 2.382, 3.549], [1.168, 4.139, 3.410], [0.006, 3.921, 2.077], [1.725, 3.567, 1.820], [2.128, 1.962, 4.579], [2.798, 1.669, 2.964], [1.808, 0.419, 3.752], [-2.243, -2.197, 1.350], [-1.778, -3.834, 1.855], [-0.776, -2.949, 0.679], [-2.208, -1.343, 3.782], [-0.796, -1.707, 4.802], [-1.867, -3.021, 4.276], [1.227, -3.321, 2.138], [0.257, -4.162, 3.370], [1.233, -2.746, 3.821], [-4.520, -3.760, -2.648], [-3.888, -3.044, -3.838], [-2.634, -2.348, -3.502], [-2.726, -0.884, -3.505], [-3.324, -0.300, -2.234], [-1.540, -3.143, -3.325], [-1.610, -4.338, -3.589], [-0.236, -2.698, -2.639], [0.577, -3.769, -2.261], [1.780, -3.548, -1.621], [2.158, -2.243, -1.361], [1.403, -1.200, -1.696], [0.237, -1.433, -2.318], [-5.471, -4.215, -2.941], [-4.708, -3.065, -1.826], [-3.859, -4.553, -2.293], [-4.566, -2.285, -4.225], [-3.690, -3.757, -4.633], [-3.348, -0.620, -4.359], [-1.766, -0.451, -3.722], [-4.329, -0.694, -2.064], [-3.401, 0.788, -2.323], [-2.704, -0.521, -1.366], [0.239, -4.769, -2.493], [2.424, -4.371, -1.335], [3.104, -2.026, -0.878], [-0.299, -0.535, -2.551]],
  "mulliken_spin": [1.001, 0.000, 0.006, 0.003, 0.001, -0.001, -0.006, -0.005, 0.001, 0.042, -0.096, 0.006, 0.000, 0.000, 0.000, 0.000, 0.000, -0.003, 0.001, 0.000, 0.001, 0.000, 0.008, 0.024, 0.002, 0.012, -0.002, 0.001, -0.002, 0.000, 0.000, 0.000, 0.000, 0.000, 0.000, 0.000, 0.000, 0.000, -0.001, 0.000, -0.001, 0.000, 0.001, 0.000, 0.000, 0.000, 0.000, 0.000, 0.000, 0.000, 0.000, 0.000, -0.001, -0.001, -0.001, 0.000, -0.002, -0.002, 0.004, 0.000, 0.006, 0.012, 0.000, 0.000, 0.000, 0.000, 0.000, 0.000, -0.001, 0.000, 0.000, -0.001, 0.000, -0.001, 0.001, -0.007]
}